# 1
Density functional theory data (ωB97M-V with the def2-TZVPD basis set) for C10H24F3NaO5S3 as an isolated structure at a distorted geometry.

Last column: Löwdin charge in e.
Positions of all 46 atoms, in Å:
Na -1.14840 -0.80478 0.71516  0.38
C 1.65309 1.79112 0.65247  -0.52
O 2.25937 2.10354 -0.62170  -0.11
O 1.14593 0.55259 0.61744  -0.20
C 2.52452 2.10545 1.85269  -0.55
F 1.85274 2.03641 3.00622  0.13
F 3.58523 1.25921 1.97156  0.11
F 3.06867 3.34602 1.73755  0.11
C 2.25319 3.44075 -1.14378  -0.27
C 3.44416 3.45648 -2.08305  -0.08
H 3.47867 4.32818 -2.74114  0.07
H 4.34456 3.23778 -1.51404  0.08
H 3.34707 2.63448 -2.79958  0.07
H 2.39674 4.13988 -0.32205  0.11
H 1.33134 3.55436 -1.71458  0.10
H 0.76758 2.47009 0.69913  0.13
C -3.12412 -3.42274 -2.22095  -0.25
S -1.32364 -3.31100 -1.92863  0.87
O -1.23384 -3.06128 -0.44955  -0.57
C -0.90003 -5.06957 -2.27963  -0.23
H -3.61164 -4.22232 -1.66446  0.06
H -3.17639 -3.59331 -3.29875  0.05
H -3.61503 -2.50246 -1.91379  0.05
H -1.51590 -5.29300 -3.15258  0.04
H -1.04892 -5.73079 -1.43239  0.06
H 0.13157 -5.10134 -2.62537  0.05
C -1.82437 3.08048 -1.16537  -0.21
S -2.06426 1.25966 -1.20724  0.85
O -2.83216 0.70305 -0.03184  -0.54
C -2.99761 1.18158 -2.74110  -0.27
H -1.17983 3.45617 -1.95455  0.05
H -1.37562 3.30197 -0.19898  0.05
H -2.80298 3.55790 -1.24243  0.05
H -3.94266 1.73864 -2.69584  0.06
H -3.38036 0.21235 -3.06852  0.05
H -2.41113 1.58652 -3.56521  0.06
C 1.16614 -0.73814 4.74222  -0.24
S -0.27835 -1.72985 4.24354  0.87
O -0.78370 -1.04627 3.01831  -0.57
C 0.68319 -3.12663 3.58016  -0.24
H 1.80288 -1.35494 5.38178  0.05
H 0.86825 0.19225 5.21473  0.05
H 1.77487 -0.51515 3.86283  0.05
H 1.09095 -3.65345 4.44810  0.05
H 1.54613 -2.69673 3.07320  0.06
H 0.05408 -3.75314 2.96003  0.05

Summary:
* LUMO level: -0.03 eV
* HOMO level: -6.6 eV
* spin multiplicity: 1
* net charge: 0
* Kohn-Sham gap: 6.6 eV

=====

# 2
Density functional theory data (ωB97M-V with the def2-TZVPD basis set) for one molecule with the formula C17H21NO5.

Last column: Löwdin charge in e.
Positions of all 44 atoms, in Å:
C 1.45504 -0.60627 -1.46151  -0.10
C 2.89301 -0.22658 -1.12513  -0.25
C 3.03251 0.39127 0.26782  -0.21
C 2.97497 -0.65452 1.38331  -0.20
C 2.95010 -0.03086 2.78459  -0.16
C 1.53569 0.21363 3.31027  -0.15
O 0.82271 1.14409 2.49859  0.00
C -0.09817 0.67119 1.66085  -0.43
O -0.39709 -0.51060 1.60619  0.08
C -0.69755 1.72839 0.82310  -0.06
C -0.36952 3.06348 1.06950  -0.01
C -0.89170 4.07962 0.29853  -0.08
C -1.75498 3.77291 -0.74453  -0.06
C -2.09492 2.46323 -1.01221  0.01
C -1.58016 1.42146 -0.23772  -0.15
N -1.89796 0.09784 -0.48364  0.15
C -2.62967 -0.44113 -1.50296  -0.44
O -3.17964 0.18735 -2.38332  0.08
C -2.68052 -1.92517 -1.42084  0.04
C -3.32702 -2.63699 -2.34423  0.04
C -3.41807 -4.10856 -2.33356  -0.53
O -4.01106 -4.76018 -3.15481  0.11
O -2.76683 -4.67563 -1.30536  0.10
H 1.05186 -1.30266 -0.73072  0.06
H 1.40480 -1.07642 -2.44092  0.07
H 0.82474 0.28095 -1.47726  0.07
H 3.53129 -1.11067 -1.19128  0.11
H 3.24615 0.49193 -1.86816  0.10
H 2.24764 1.13718 0.40489  0.10
H 3.99180 0.91145 0.33362  0.11
H 2.09397 -1.28518 1.25933  0.10
H 3.85204 -1.29923 1.29326  0.11
H 3.43672 -0.69795 3.49820  0.11
H 3.49852 0.91285 2.77648  0.12
H 0.97584 -0.72652 3.34608  0.13
H 1.57332 0.65629 4.30960  0.13
H 0.30326 3.28809 1.88192  0.12
H -0.62918 5.10554 0.50558  0.10
H -2.16743 4.56266 -1.35419  0.11
H -2.76219 2.22512 -1.82350  0.10
H -1.47544 -0.54027 0.19402  0.10
H -2.17659 -2.40809 -0.59623  0.12
H -3.82846 -2.14315 -3.16503  0.13
H -2.86182 -5.63991 -1.34862  0.13

Summary:
* LUMO level: -0.43 eV
* HOMO level: -8.8 eV
* spin multiplicity: 1
* net charge: 0
* SMILES: CCCCCCOC(=O)c1ccccc1NC(=O)/C=C/C(=O)O
* Kohn-Sham gap: 8.4 eV

=====

# 3
Density functional theory data (ωB97M-V with the def2-TZVPD basis set) for C16H37F3N8O8S2Si2V as an isolated structure.

Last column: Löwdin charge in e.
Positions of all 77 atoms, in Å:
V -0.14659 -0.38142 0.75812  0.82
C -3.12113 3.89822 2.45570  -0.06
N -1.98291 3.01326 2.62585  -0.13
C -1.43205 2.87428 3.96092  -0.04
C -1.56904 2.15397 1.66821  -0.42
N -0.49755 1.45325 1.72665  0.09
N -2.44486 2.01121 0.59157  0.17
C -2.15084 1.26934 -0.53971  -0.49
N -3.25289 0.97954 -1.29889  0.18
N -0.95852 0.89768 -0.85481  0.08
H -4.05078 3.42342 2.78445  0.08
H -3.22035 4.18994 1.41310  0.09
H -2.95428 4.80232 3.04150  0.09
H -2.17811 3.20905 4.68005  0.09
H -0.52234 3.46628 4.09671  0.09
H -1.22344 1.82321 4.16250  0.08
H 0.12119 1.64922 2.50074  0.07
H -3.39960 1.89744 0.92184  0.11
H -4.13154 0.98090 -0.80225  0.10
H -3.12127 0.14098 -1.85123  0.10
H -0.99351 0.31756 -1.69362  0.06
F 2.50598 1.84531 1.91624  0.09
C 3.12114 0.64024 1.93836  -0.68
F 3.21080 0.25247 3.21164  0.11
F 4.37033 0.80480 1.51212  0.13
S 2.16234 -0.60645 0.92308  0.80
O 2.85488 -1.87605 1.10347  -0.36
O 3.07614 0.02813 -0.47901  -0.43
O 0.98629 -0.63508 2.21970  -0.57
C -3.49317 -3.68686 2.42770  -0.02
N -3.59190 -2.29812 2.83804  -0.09
C -4.63255 -1.41281 2.36609  -0.05
C -4.02640 -0.05200 2.68332  -0.49
O -4.62185 1.00868 2.48027  -0.01
N -2.77315 -0.20643 3.17280  0.19
C -2.52578 -1.52353 3.12153  -0.42
N -1.33432 -2.07720 3.38598  0.23
H -4.50126 -4.08350 2.32068  0.09
H -2.99410 -4.26791 3.20503  0.09
H -2.97334 -3.79210 1.47097  0.06
H -5.58306 -1.55791 2.88121  0.13
H -4.76613 -1.50692 1.28548  0.13
H -0.50653 -1.50362 3.27304  0.07
H -1.19008 -3.00896 3.02610  0.11
C 0.87242 1.28135 -3.95592  -0.18
Si 2.23108 1.40722 -2.64312  0.51
C 3.85966 1.86567 -3.47230  -0.18
C 1.81074 2.78244 -1.43923  -0.17
C 2.37662 -0.22755 -1.70853  -0.48
Si 3.19867 -1.67443 -2.61500  0.51
C 5.06019 -1.42844 -2.54612  -0.17
C 2.76385 -3.31453 -1.83572  -0.16
C 2.63081 -1.70515 -4.41494  -0.18
H 0.21468 2.15357 -3.90956  0.02
H 0.25202 0.39350 -3.80098  0.02
H 1.28070 1.21882 -4.96827  0.02
H 3.81949 2.88271 -3.87339  0.02
H 4.10718 1.18841 -4.29424  0.01
H 4.67156 1.82056 -2.74154  0.03
H 1.68966 3.72607 -1.98220  0.03
H 2.60908 2.90441 -0.70567  0.03
H 0.88512 2.56564 -0.90402  0.00
H 1.33622 -0.53700 -1.50505  0.04
H 5.34524 -1.21620 -1.51257  0.03
H 5.39572 -0.59677 -3.17134  0.01
H 5.58229 -2.33288 -2.87160  0.02
H 2.98762 -3.30937 -0.76602  0.02
H 3.33944 -4.11146 -2.31845  0.03
H 1.70141 -3.53423 -1.95133  0.03
H 2.88775 -0.78884 -4.95413  0.01
H 1.54779 -1.84431 -4.48066  0.03
H 3.10278 -2.54349 -4.93671  0.03
O -2.06285 -3.67739 -0.36099  -0.32
S -1.44780 -2.38259 -0.52325  0.32
O -1.46200 -1.87001 -1.89256  -0.35
O -0.03279 -2.32059 0.04171  -0.43
O -2.09820 -1.32901 0.38238  -0.42

Summary:
* LUMO level (alpha / beta): 2.46 / 2.46 eV
* HOMO level (alpha / beta): -5.4 / -5.4 eV
* spin multiplicity: 3
* net charge: -1
* Kohn-Sham gap (alpha / beta): 7.8 / 7.9 eV

=====

# 4
Density functional theory data (ωB97M-V with the def2-TZVPD basis set) for a 3-piece molecular cluster, C3H2BrNO4 overall at a distorted geometry.

Last column: Löwdin charge in e.
Positions of all 11 atoms, in Å:
C -1.44046 -0.26850 -0.71926  0.06
C -1.44713 2.81482 -1.01607  -0.46
C -0.59963 0.28267 1.79667  -0.80
N -0.40211 -0.39104 -1.17735  -0.13
O -2.52026 2.84111 -1.41008  0.22
O -0.38625 2.73289 -0.55559  0.18
O 0.09749 -0.64724 1.70718  -0.08
O 0.78726 -0.45137 -1.72295  0.07
Br -0.40791 1.63366 3.32008  0.83
H -1.32320 0.66080 1.11681  -0.03
H 0.66982 -0.87391 -2.60423  0.15

Summary:
* LUMO level (alpha / beta): 0.25 / -4.69 eV
* HOMO level (alpha / beta): -5.2 / -10.0 eV
* spin multiplicity: 3
* net charge: 0
* Kohn-Sham gap (alpha / beta): 5.4 / 5.3 eV

=====

no.,molar mass (g mol⁻¹),E_tot (eV)
1,400.482,-66069.1990
2,319.357,-29698.7175
3,697.764,-116767.1694
4,195.956,-82857.0715